No. 1
A structure of composition C28H36As2AuSi. Source: the OMol25 dataset; level of theory: ωB97M-V/def2-TZVPD.

## Properties
Gap between HOMO and LUMO (spin up / spin down) = 8.2 / 6.0 eV
Charge = +1
Expectation value of S² = 2.023
Multiplicity = 3
E_HOMO (spin up / spin down) = -10.266 / -11.188 eV
Lowest unoccupied orbital energy (spin up / spin down) = -2.1 / -5.2 eV
Energy above the lowest of the compared OMol25 structures with the same formula, charge and spin = 258.06 kJ/mol

Atoms and positions in Å:
C 4.04187 -0.26068 -4.04294
H 4.12690 -1.66292 4.75606
C 0.71666 2.62270 0.71032
H -3.93858 3.61833 -4.48086
H 0.35875 0.02300 6.00730
H 4.08091 -2.39749 -4.35555
C 2.53893 -1.69195 3.28537
C 1.89202 -2.60494 0.22057
C 0.96919 -0.44158 5.24517
H -0.04730 1.73759 -4.87392
C -0.32298 2.58963 -0.34169
H -2.47547 3.17346 -0.27728
As -1.46324 -0.22527 3.59341
H -1.53999 -2.98650 -3.93413
H -1.91035 -2.42137 1.63542
C -1.63447 -1.85951 -3.92759
H -2.69367 0.57861 -1.67643
C -1.36858 0.89468 -3.36199
C 3.08377 -1.40326 4.55225
C 2.29116 -0.80621 5.52927
H -2.09965 -1.14503 5.88603
H -2.67032 -1.61096 -3.66764
H 1.44527 -2.99592 -0.70126
H 2.70309 -0.61005 6.51692
H -1.67021 1.00606 5.78226
H -0.41459 -2.26856 -2.83748
C -1.02643 1.80022 -4.37923
C 3.31821 0.81100 -3.49789
H -0.77512 2.00151 4.55444
H 1.77200 2.65765 0.49374
H -1.73229 3.42095 -5.64144
C -1.96663 2.78174 -4.78553
As 0.49556 -1.67553 1.20742
C -2.52292 1.14726 -2.59649
C 0.03889 2.96196 1.94422
Si -0.46625 -0.74356 -2.95787
H -0.13824 2.57922 -1.41925
C 1.99934 0.62770 -3.07344
H 2.67881 -1.87766 -0.01706
H -1.75477 -2.50292 4.72999
H -4.35974 2.27889 -2.41131
C 1.20415 -1.37859 3.01913
C 2.14809 -1.72647 -3.59254
H 1.73851 -2.73604 -3.51852
H 0.50739 3.08466 2.92062
C -0.96963 -2.95130 1.45160
C -1.55708 2.97799 0.27567
H -2.56112 1.82440 4.43867
C 1.35628 -0.60921 -3.25086
H 2.26901 -3.40900 0.86462
H -1.03611 -3.55414 0.53912
H 3.16211 -2.11907 2.49010
C -3.19226 2.90342 -4.12979
H 1.47138 1.45082 -2.58223
H -0.74767 -0.68128 -1.44680
C 3.47960 -1.53679 -4.01900
H 3.78938 1.79707 -3.41744
C -1.33016 3.18875 1.65819
C 0.42482 -0.73094 4.00148
H -0.71247 -3.58512 2.30655
H -3.31042 -1.59124 4.61228
C -3.44602 2.12924 -2.98805
C -2.24417 -1.52970 4.86981
Au 0.07877 0.50502 0.39995
H -2.08463 3.50403 2.38080
H -1.42336 -1.58383 -4.97864
C -1.62457 1.33861 4.74120
H 5.05067 -0.10157 -4.43780

Force components x, y, z for each atom (eV/Å):
C -0.291 0.130 0.273
H -0.416 0.134 -0.024
C -1.636 -0.204 -2.190
H 0.276 -0.167 0.124
H 0.066 0.073 0.049
H -0.409 0.480 0.240
C 0.040 0.195 0.258
C -0.185 0.021 0.396
C 0.549 -0.550 -0.222
H -0.553 -0.088 0.041
C 2.366 -0.136 0.874
H 0.225 -0.217 0.269
As 0.554 -0.653 0.248
H -0.231 1.180 0.087
H 0.294 -0.110 -0.084
C -1.069 -1.977 -2.031
H -0.118 -0.014 -0.383
C 0.400 0.523 0.240
C -0.134 -0.205 -0.439
C -0.002 0.054 -0.103
H -0.077 -0.318 -0.211
H 0.225 0.130 0.070
H 0.179 0.076 0.225
H -0.044 -0.011 -0.199
H 0.018 0.372 -0.154
H 0.879 -1.582 0.955
C -0.806 0.166 -0.211
C 0.115 -0.018 0.034
H -0.250 -0.024 0.208
H 0.089 -0.005 0.209
H -0.088 -0.157 0.357
C 0.506 -0.440 0.121
As 0.197 -0.362 0.973
C -0.319 0.397 -0.460
C -1.433 0.704 0.095
Si -0.085 2.266 1.657
H -0.088 0.056 0.460
C 0.347 -0.016 -0.333
H -0.202 -0.298 0.030
H -0.254 0.289 0.135
H 0.214 -0.024 -0.169
C 0.234 0.075 0.064
C 0.546 0.721 -0.384
H 0.023 0.274 -0.331
H -0.077 -0.128 -0.377
C 0.287 0.010 -0.189
C -0.228 0.476 1.117
H 0.272 0.041 0.325
C 0.729 -0.382 0.205
H 0.016 0.081 -0.403
H -0.091 0.087 0.222
H -0.162 0.084 0.525
C 0.177 -0.126 0.218
H 0.049 -0.126 -0.493
H -0.073 -0.207 -0.256
C -0.199 -0.418 0.014
H -0.205 -0.404 0.002
C 0.493 0.026 -0.060
C -0.447 0.123 -0.586
H -0.109 0.072 -0.204
H 0.267 -0.171 0.366
C 0.438 -0.207 -0.045
C -0.158 0.215 -0.519
Au -0.272 0.379 -0.661
H 0.319 -0.216 -0.278
H -0.146 0.127 0.281
C -0.126 0.022 -0.191
H -0.409 -0.095 0.218


No. 2
A structure of composition C28H36Br2N2O9S. Source: the OMol25 dataset; level of theory: ωB97M-V/def2-TZVPD.

## Properties
Gap between HOMO and LUMO = 8.2 eV
Charge = 0
Multiplicity = 1
E_HOMO = -8.562 eV
Lowest unoccupied orbital energy = -0.4 eV

Atoms and positions in Å:
H -5.35721 -3.07312 2.73104
C -1.49168 6.14899 -0.46326
Br 2.83048 1.79019 0.98461
H -3.54608 6.19070 -1.02577
H -3.52854 -5.11713 2.66418
C 6.35580 -9.86261 -0.41430
C -2.98945 7.79650 0.34724
O -1.30388 6.24052 0.87843
C 0.09124 1.19383 1.89057
O 6.53275 -8.79048 -1.35445
C -4.29757 -3.07138 2.48798
C -3.24578 7.08522 -4.62525
H 0.37115 3.30547 0.12381
H -0.50244 1.39536 2.77943
C 0.62234 3.56624 1.14750
H 1.43555 4.28352 1.09730
C -1.73922 7.20284 -4.75676
H 1.04882 -3.19689 -0.49474
C 0.71184 -0.16636 2.10455
H 0.59052 -1.53213 -0.99935
C 1.58268 -3.45851 0.40856
H 3.79432 -8.59669 -0.30746
H -2.43140 8.72808 0.24115
C -2.39453 6.96550 1.47617
H 5.79630 -10.66247 -0.90448
H -0.83763 -0.90822 -0.21152
N 1.20780 0.43010 4.43434
H -4.61240 -4.84071 1.30186
C -3.82028 -4.39448 1.90498
H -1.72939 -3.88021 1.53829
H -2.00851 7.57466 2.29021
O -4.05625 -2.09575 1.45721
H 0.52183 0.14539 -0.54906
H 5.01430 -9.98083 1.31661
C 1.45079 -2.39091 1.47373
H -4.03584 8.04920 0.50513
H 7.33237 -10.24348 -0.12520
C 1.14059 2.32691 1.85335
H -3.73196 -2.78034 3.37541
H -1.39444 8.16081 -4.37786
H -1.27786 6.39094 -4.19075
O 0.42558 -5.04708 1.79144
C -3.10304 -2.54082 0.61045
C -1.52816 7.05209 -6.26191
H 4.56382 -7.32115 0.67191
Br 1.76997 -6.27494 -0.26157
H -3.04873 6.35682 -7.67422
O 5.48702 -6.87280 -1.85758
C 1.96079 -2.62649 2.70409
O -0.76088 5.52193 -1.17470
C -2.67705 -3.94209 1.00003
H 6.28602 -8.76707 1.43788
C 1.87497 -1.64951 3.71726
C 4.74159 -8.19178 0.04947
C 0.25092 -0.85338 -0.22569
H -0.20937 4.01404 1.67969
C -2.71069 6.17761 -6.65659
O -3.91457 7.38655 -3.67914
C 1.11677 -4.81182 0.87563
H 1.42484 2.55775 2.87065
C 5.59001 -9.25074 0.75106
C -2.73843 6.90557 -0.86717
C 0.81203 -1.13213 1.14021
N 2.30909 -1.70984 4.97143
H -2.49818 5.11338 -6.53739
H -2.56751 7.47255 -1.77280
H -2.56444 -4.56763 0.11873
O -3.76517 6.53397 -5.74468
S 1.92331 -0.31885 5.66904
H -0.51326 1.20049 0.99583
H -3.10720 6.24373 1.88138
C 5.59724 -7.82906 -1.15068
C 1.23946 -0.41336 3.40558
H -1.61161 8.02691 -6.74474
H 2.44023 -3.57108 2.91689
H -0.56711 6.62263 -6.53682
O -2.66490 -1.87133 -0.28195
H 2.63748 -3.55134 0.15554

Force components x, y, z for each atom (eV/Å):
H -0.014 0.151 -0.067
C -0.205 -0.192 -0.252
Br -0.144 -0.024 0.028
H 0.016 -0.007 -0.139
H 0.026 0.061 0.040
C -0.003 -0.094 0.119
C -0.062 -0.027 -0.090
O -0.016 0.079 -0.025
C 1.027 -0.344 0.133
O 0.037 0.003 0.039
C -0.047 -0.140 0.112
C 0.192 -0.110 0.291
H -0.328 0.170 -0.086
H -0.402 0.163 -0.104
C 0.804 -0.390 -0.025
H -0.084 0.308 0.000
C -0.017 0.083 -0.479
H -0.082 -0.253 -0.184
C -0.277 0.350 0.102
H 0.080 -0.007 -0.027
C 0.589 0.088 0.622
H -0.044 0.076 -0.005
H -0.002 0.002 0.027
C -0.104 0.140 0.067
H -0.021 0.013 -0.002
H 0.102 0.002 -0.043
N -0.033 0.208 0.400
H -0.019 0.010 0.021
C 0.092 -0.079 -0.040
H 0.029 0.002 -0.067
H 0.129 -0.107 0.016
O -0.061 0.002 0.001
H 0.142 0.144 -0.061
H 0.001 -0.037 -0.059
C -0.505 0.387 -0.472
H -0.002 -0.059 0.038
H 0.059 0.058 -0.130
C -0.509 0.031 -0.056
H 0.032 0.003 -0.018
H -0.012 -0.070 0.208
H -0.009 0.050 0.102
O -0.451 -0.362 0.581
C 0.357 -0.061 -0.039
C 0.089 0.036 0.092
H -0.187 0.087 -0.155
Br -0.060 0.091 -0.072
H -0.154 -0.003 0.053
O 0.155 -0.011 -0.036
C 0.396 -0.578 0.142
O 0.148 0.039 0.094
C -0.446 -0.099 0.117
H 0.017 -0.018 -0.006
C -0.236 0.401 -0.290
C 0.510 -0.270 0.290
C -0.100 0.090 -0.041
H -0.239 -0.047 -0.031
C 0.136 -0.022 -0.124
O -0.207 0.073 -0.205
C 0.136 0.280 -0.545
H 0.256 -0.043 0.130
C -0.120 0.038 0.032
C 0.204 0.371 0.528
C 0.066 0.006 0.365
N 0.178 -0.280 0.383
H 0.004 0.003 0.033
H -0.106 -0.187 -0.171
H 0.207 0.087 -0.043
O -0.010 0.045 -0.031
S -0.050 0.035 -0.381
H -0.243 0.133 -0.099
H -0.002 -0.014 -0.027
C -0.331 0.099 -0.069
C 0.032 -0.278 -0.236
H -0.009 -0.015 -0.022
H 0.049 -0.069 0.121
H -0.034 -0.067 0.008
O -0.361 -0.032 0.019
H 0.054 -0.098 -0.298